(1)
Below is an isolated molecule of C16H19N5O6, with properties calculated with wB97M-V/def2-TZVPD.

Structure (XYZ):
```
46
Properties=species:S:1:pos:R:3:forces:R:3:nbo_charge:R:1
C -4.5125 -0.8855 -1.5696 -0.0257 0.0440 -0.1419 -0.40
C -3.8142 0.3106 -0.9392 0.0285 -0.0234 0.2233 -0.41
C -2.3627 0.4691 -1.3840 -0.2127 0.1812 0.1434 -0.23
N -1.5746 -0.7756 -1.2474 1.6145 0.0729 0.1472 -0.30
C -0.2713 -0.7738 -0.9247 -2.6545 -0.5310 -0.3677 0.54
C 0.5696 0.3876 -0.5479 2.1038 2.2689 -0.9469 -0.39
C 1.9754 -0.0018 -1.0485 0.2863 -0.3436 -1.5494 -0.38
C 1.9928 -1.5322 -1.0256 0.3191 -0.8000 0.8288 -0.40
C 0.5212 -2.0224 -1.1493 1.2694 -0.2379 0.2071 -0.51
C -2.2436 -1.9973 -1.8039 0.2136 -0.3047 -0.1719 -0.22
C -3.7018 -2.1607 -1.3805 -0.0959 0.1812 0.3279 -0.41
H -5.5051 -1.0082 -1.1226 0.1362 0.0266 -0.1624 0.23
H -4.6538 -0.7015 -2.6445 -0.0086 -0.0212 0.1522 0.20
H -4.3399 1.2291 -1.2144 0.0965 -0.0276 0.1234 0.23
H -3.8412 0.2320 0.1544 -0.0079 -0.0179 -0.1244 0.22
H -2.3344 0.7818 -2.4397 0.1338 -0.2134 0.1804 0.21
H -1.9013 1.2485 -0.7850 0.1738 0.0383 -0.0677 0.25
H 0.2098 1.3815 -0.9762 0.2051 -1.4737 -0.1830 0.32
H 2.1550 0.2875 -2.1049 -0.2009 0.2689 0.5724 0.21
H 2.7723 0.4517 -0.4331 -0.3980 -0.2168 -0.3291 0.24
H 2.6346 -1.9955 -1.7949 -0.2496 0.3385 0.3913 0.23
H 2.3697 -1.8463 -0.0431 0.0452 -0.1214 -0.2551 0.22
H 0.2846 -2.7573 -0.3623 -0.0226 0.2383 -0.1919 0.27
H 0.3927 -2.5521 -2.1142 -0.4305 0.6743 0.3834 0.25
H -2.2082 -1.9572 -2.9096 0.2087 0.2275 0.4075 0.21
H -1.7039 -2.8969 -1.4831 -0.0012 0.4808 -0.1115 0.23
H -3.7461 -2.4910 -0.3349 0.0428 0.1269 -0.1209 0.22
H -4.1457 -2.9590 -1.9850 0.2281 0.0098 0.1029 0.23
O 5.0641 0.7844 3.9786 -1.2424 1.0851 -1.4928 -0.38
N 4.6044 1.6312 3.1876 0.6362 0.7695 0.4174 0.51
O 5.2264 2.6769 2.8758 -0.8332 -1.6765 0.4226 -0.43
C 3.2799 1.4804 2.5858 0.0263 1.1072 -0.1113 -0.15
C 2.7687 2.5199 1.7756 0.4055 -1.3609 0.1116 -0.06
C 1.5749 2.3626 1.0616 0.1841 0.5560 -1.4678 -0.10
N 1.0783 3.4780 0.2991 0.1659 0.7306 -0.2822 0.50
O 1.6927 4.5643 0.2640 -0.8483 -1.7188 0.2697 -0.41
O -0.0006 3.3117 -0.3387 1.0627 -0.0457 0.6283 -0.50
C 0.8328 1.0561 0.8910 -5.2183 0.9821 1.5864 -0.22
C 1.2060 0.2742 2.0550 -0.7972 -3.6380 0.9718 0.01
N 0.5802 -0.9166 2.4507 3.3973 2.9374 -0.4514 0.39
O -0.4506 -1.4688 2.1165 -0.3592 -0.3795 -0.2939 -0.45
O 1.5019 -1.5383 3.3402 -1.4297 -0.1108 -0.0371 -0.16
N 2.5773 -0.7461 3.5883 -0.6332 2.5709 -1.6823 -0.09
C 2.3816 0.3856 2.8209 1.4463 -2.8770 1.1619 0.17
H 3.3778 3.4147 1.6637 -0.3801 -0.0639 0.0563 0.29
H -0.3130 1.2648 0.9980 1.6204 0.2865 0.7256 0.24
```
Positions in Å, forces in eV/Å.

The maximum force is 0.10777 Eh/bohr. Its energy is -1345.89874 Ha. Its lowest unoccupied orbital energy is -1.4 eV. The relative energy (zero: lowest compared OMol25 entry of this formula, charge and spin) is 13.733 eV.

(2)
Below is a cluster of 2 separate species, C2H4BrNOS in total, with properties calculated with wB97M-V/def2-TZVPD.

Structure (XYZ):
```
10
Properties=species:S:1:pos:R:3:forces:R:3:nbo_charge:R:1
N -1.1443 0.0941 -1.9478 0.2430 0.1235 -0.2269 -0.78
C -0.3851 0.8578 -2.4836 -1.2311 -0.8759 1.1199 0.85
O 0.3695 1.6950 -2.7197 1.1274 0.9555 -0.8619 -0.51
H -1.8299 -0.5756 -2.2075 -0.1002 -0.2010 -0.3109 0.43
S -1.5912 1.1328 1.1688 0.9019 0.7423 -1.2350 0.01
C -0.1740 0.0970 1.5820 -0.6318 -0.2108 -0.2580 -0.57
Br -0.2295 -1.7248 0.7460 0.2110 0.6762 0.4117 -0.04
H -1.1838 1.7060 -0.0380 -0.3131 -0.6713 1.1918 0.14
H -0.4234 -0.0334 2.6195 0.4115 -0.5752 0.4791 0.23
H 0.8507 0.4800 1.4941 -0.6186 0.0366 -0.3099 0.24
```
Positions in Å, forces in eV/Å.

The maximum force is 0.03657 Eh/bohr. As for the SMILES: N=C=O.SCBr. Its energy is -3180.78760 Ha. Its lowest unoccupied orbital energy is 0.5 eV. The relative energy (zero: lowest compared OMol25 entry of this formula, charge and spin) is 0.682 eV.

maximum force of number 2 (C2H4BrNOS)? 0.03657 Eh/bohr

What is the formula in the first record? C16H19N5O6

Copy entry 2 word for word.
Below is a cluster of 2 separate species, C2H4BrNOS in total, with properties calculated with wB97M-V/def2-TZVPD.

Structure (XYZ):
```
10
Properties=species:S:1:pos:R:3:forces:R:3:nbo_charge:R:1
N -1.1443 0.0941 -1.9478 0.2430 0.1235 -0.2269 -0.78
C -0.3851 0.8578 -2.4836 -1.2311 -0.8759 1.1199 0.85
O 0.3695 1.6950 -2.7197 1.1274 0.9555 -0.8619 -0.51
H -1.8299 -0.5756 -2.2075 -0.1002 -0.2010 -0.3109 0.43
S -1.5912 1.1328 1.1688 0.9019 0.7423 -1.2350 0.01
C -0.1740 0.0970 1.5820 -0.6318 -0.2108 -0.2580 -0.57
Br -0.2295 -1.7248 0.7460 0.2110 0.6762 0.4117 -0.04
H -1.1838 1.7060 -0.0380 -0.3131 -0.6713 1.1918 0.14
H -0.4234 -0.0334 2.6195 0.4115 -0.5752 0.4791 0.23
H 0.8507 0.4800 1.4941 -0.6186 0.0366 -0.3099 0.24
```
Positions in Å, forces in eV/Å.

The maximum force is 0.03657 Eh/bohr. As for the SMILES: N=C=O.SCBr. Its energy is -3180.78760 Ha. Its lowest unoccupied orbital energy is 0.5 eV. The relative energy (zero: lowest compared OMol25 entry of this formula, charge and spin) is 0.682 eV.